238
Properties=species:S:1:pos:R:3:lowdin_charge:R:1 method="wB97M-V/def2-TZVPD" e_lumo_ev=0.34 smiles=COC[C@H](C)N.COC[C@H](C)N.COCCNCCOC.COCCNCCOC.COCCNCCOC.COCCNCCOC.COCCNCCOC.COCCNCCOC.COCCNCCOC.COCCNCCOC.CC(C)O de_lowest_kj_mol=344.9
C -5.7480 18.6149 2.5463 -0.06
C 10.0574 24.6115 -4.2461 -0.21
H -1.2122 18.3260 0.7893 0.08
O -0.4228 24.3052 -3.0048 -0.02
H 0.1129 15.5832 -6.1058 0.12
H 2.4084 25.5742 -14.2948 0.07
H -1.1282 33.0354 -3.1354 0.09
N 10.6583 23.7431 -3.2619 -0.08
C -6.4977 20.7745 7.7248 -0.12
C 0.5331 21.6688 -7.8784 -0.11
C 0.3334 16.1264 -5.1869 -0.18
H -5.9747 19.8748 7.4008 0.08
C -2.1068 24.2847 -7.5056 -0.25
H -4.3467 17.4568 3.8725 0.14
C 1.7791 15.7796 -4.7520 -0.45
H 0.0725 20.7468 -8.2332 0.08
C -7.4036 26.3206 -7.5716 -0.14
H 7.6316 28.0891 -5.3360 0.09
H 0.8737 21.9392 -3.7770 0.06
H -0.4199 24.3903 -3.9610 0.07
H 2.1058 22.2143 -2.6116 0.07
H 6.6617 27.0468 -4.4079 0.08
H -5.7133 22.9601 -2.1006 0.08
H 0.8869 21.4752 -6.8658 0.07
H 6.9542 17.7577 -5.0287 0.10
N 2.7370 15.9948 -5.8783 0.04
H -4.1119 23.1104 3.2618 0.12
H -5.8472 23.4276 7.2078 0.10
C 1.6312 26.3264 -14.4298 -0.09
H -8.0293 29.4209 6.7841 0.08
H -9.4377 29.2720 5.9027 0.08
C -7.5116 24.0580 -7.9985 -0.23
H -5.0909 20.7509 -5.1019 0.12
N -6.6996 30.4238 2.0362 -0.06
C -7.4734 29.6542 4.2500 -0.28
H -6.8779 20.0809 -6.3999 0.11
H -2.2560 18.5280 3.1401 0.12
H -5.4877 21.2192 -2.1455 0.09
C 5.9801 27.7286 -0.0319 -0.15
H -0.0050 13.9470 -3.8472 0.08
H -1.6862 25.0066 2.0934 0.09
H -6.6455 22.9632 -5.9381 0.10
O -6.1899 22.0489 -3.9132 -0.19
H -4.3656 27.5986 -2.5066 0.09
H -3.9789 18.9527 5.0054 0.08
H 11.0620 22.9554 -3.7483 0.11
C 0.7509 29.9016 -1.5723 -0.24
H -7.0758 20.7248 8.6475 0.08
N -6.0874 23.3801 5.0024 -0.04
C -5.9233 29.0437 0.0640 -0.19
H 0.9269 29.3185 -2.4762 0.11
H -5.5870 18.0365 1.6366 0.07
C -2.7582 24.8786 1.9435 -0.10
C -0.0177 31.2057 -1.7376 -0.18
H -6.2175 19.9731 -4.1220 0.12
H 3.9101 23.4842 -11.0261 0.12
H -5.8120 28.9645 3.3830 0.13
C -5.1391 27.8267 -1.7732 -0.16
C 2.1889 16.5790 -3.6097 -0.09
H 5.6572 21.6749 -10.9079 0.09
H -0.0907 33.8852 -1.9815 0.08
H 15.3482 26.3552 -1.2539 0.08
H 3.9719 29.3660 0.6547 0.13
H 2.7926 24.3519 -3.5630 0.08
H 2.1667 26.2630 -9.7065 0.09
H 9.3502 24.1293 -4.9209 0.12
H 11.8924 23.4755 -1.6550 0.12
C 1.3182 28.5342 -7.4614 -0.08
C 2.6370 25.9016 -11.5737 -0.23
C -4.4067 24.1492 3.4106 -0.26
C -7.0762 21.0183 -5.8802 -0.20
N 6.8380 18.2544 -5.9004 -0.07
O 5.7980 23.4831 -9.8881 -0.17
H -2.0628 22.1231 -7.3079 0.12
H 2.3474 30.9718 -1.4310 0.11
H 2.8425 25.0493 -12.2213 0.10
C 7.7360 17.5884 -6.8848 -0.18
H -6.4950 23.9840 -8.3848 0.12
C -6.5902 23.4724 6.4116 -0.21
H -7.5326 30.7494 1.5670 0.11
H 1.6583 24.0678 -4.7445 0.08
C -3.1513 18.6326 2.5273 -0.19
H 0.6669 25.8208 -14.3790 0.09
H -8.1014 20.9703 -5.5129 0.11
H -7.3549 28.4310 2.5803 0.12
H -2.1748 17.5175 -0.4509 0.08
C 7.0570 20.2842 -2.5518 -0.11
N 1.9761 30.2096 -0.8821 -0.06
H 7.4829 20.1766 -6.4577 0.11
O 5.9828 19.9077 -3.4457 -0.20
C 7.2885 19.5948 -5.5567 -0.23
H -1.0699 30.9694 -1.8960 0.11
H -2.3043 24.2496 -8.5770 0.12
O -7.6959 28.4845 4.9681 -0.17
H 8.3128 25.3628 -3.1172 0.12
H -7.4414 27.1336 -6.8467 0.09
O 0.3926 27.5337 -7.8854 -0.20
H -8.3042 22.7226 7.4570 0.11
H 3.2164 16.3342 -3.3405 0.08
H 8.0275 15.7123 -8.0131 0.12
H -5.7180 31.1257 0.3365 0.12
H -6.6818 18.2704 2.9907 0.08
C 11.5694 24.2766 -2.3199 -0.23
H -1.6607 14.3036 -3.2549 0.09
H 7.2114 22.2144 -10.2018 0.09
H 8.7159 17.6200 -6.4086 0.11
C -2.2190 18.2131 0.3871 -0.08
H 2.2474 28.1331 -0.5856 0.13
O 7.0697 15.3405 -6.2156 -0.20
H -6.0281 27.9580 -2.3900 0.08
H 9.6884 26.2958 -2.8979 0.11
H 10.7854 24.9528 -4.9821 0.11
H -0.9938 22.9982 -6.1873 0.11
H 1.2978 27.6658 -11.3689 0.12
H -0.1471 31.6586 -0.7546 0.12
H 5.6031 14.2004 -7.1657 0.08
H 7.1704 13.5593 -7.1272 0.08
C -7.6951 22.4411 6.5980 -0.22
H 4.4531 25.8918 -9.3669 0.11
H 15.2282 26.2976 -3.0065 0.08
N 2.6114 25.4916 -10.1831 -0.07
H -5.7692 22.4448 4.7924 0.09
C 1.7516 24.5832 -3.7886 -0.06
H 1.8362 26.7784 -15.4003 0.09
H -3.2170 19.6684 2.1943 0.11
H -3.1626 25.6104 1.2442 0.08
H -4.4009 22.3815 -3.0173 0.09
H 2.9059 16.9797 -6.0250 0.06
H -5.2756 24.3571 2.7862 0.12
C -1.8033 26.5639 -7.7804 -0.20
H -5.8899 28.1049 0.6168 0.11
H 2.3014 28.3025 -7.8709 0.08
C -4.9713 24.3304 4.8291 -0.20
H 1.9314 14.7190 -4.5518 0.13
C 14.6493 26.2532 -2.0840 -0.11
H 12.4844 25.7268 -3.5436 0.11
O -3.3724 25.0385 3.1960 -0.18
H -3.0569 24.3848 -6.9808 0.12
H 8.0333 19.8041 -2.6187 0.07
O -0.6706 15.8285 -4.2226 -0.19
O -7.2817 21.0490 6.5583 -0.18
H 0.2472 29.1921 -0.9157 0.12
C 4.6875 24.1087 -10.5859 -0.20
H 0.4109 21.8685 -2.0905 0.07
H -8.7563 27.8307 6.6768 0.09
H -2.8470 26.7738 -7.5462 0.12
O 1.5940 27.3066 -13.3843 -0.19
C 6.4672 14.1148 -6.5067 -0.13
H 1.6093 25.6628 -3.8385 0.08
H 5.0573 24.8209 -11.3235 0.11
H -5.8733 19.6506 2.2308 0.09
H -5.3197 26.9225 -1.1919 0.08
H 2.3149 17.6273 -3.8804 0.09
C 0.8497 23.9374 -2.7496 -0.54
H -0.4133 25.0859 -7.3813 0.10
N -6.7753 22.2283 -6.6187 -0.05
C -1.3858 22.9710 -7.2040 -0.20
H -1.3139 28.5451 -8.1813 0.12
H 11.0789 24.9763 -1.6432 0.12
C -6.7736 29.2673 2.9684 -0.20
H -7.0098 24.4538 6.6324 0.11
C 1.0478 22.3942 -2.8020 -0.04
H 6.4674 26.8300 -0.4102 0.09
N -4.5670 19.3993 4.3164 0.01
H -4.7667 30.1979 1.5153 0.12
C -0.0984 33.3099 -2.9073 -0.12
H 3.6712 24.5311 -8.6422 0.11
O -4.9102 28.9588 -0.9980 -0.18
H -6.9073 29.1053 -0.4009 0.12
C -7.8295 22.6634 -7.5061 -0.23
C -4.4617 18.3909 3.3227 -0.46
C 6.3236 22.5236 -10.7535 -0.15
C -5.7143 30.2449 0.9787 -0.22
O 13.6788 25.2317 -1.8118 -0.18
H -6.8562 30.3890 4.7670 0.13
H 1.4882 21.7317 -8.4000 0.08
H 8.2261 19.6054 -5.0008 0.11
H 6.6836 28.5191 -0.2933 0.08
O -3.1145 17.7207 1.4243 -0.20
H -5.2742 25.3729 4.9265 0.12
H -1.7500 26.4844 -8.8662 0.12
H -5.5312 19.4037 4.6172 0.06
H -8.3887 30.1583 3.9398 0.12
H 3.5100 26.5268 -11.7612 0.11
H 6.3630 16.3400 -7.9180 0.12
H -6.4034 26.3623 -8.0029 0.08
H 6.4095 21.4328 -4.8570 0.10
H -8.0044 26.5974 -8.4380 0.08
H 0.1778 17.1968 -5.3213 0.13
H -5.7489 21.4825 8.0800 0.07
C -6.0844 20.9005 -4.6791 -0.24
H 3.6544 15.7243 -5.5539 0.05
C -5.4252 22.1284 -2.7435 -0.10
C 2.7679 29.0011 -0.9904 -0.25
C 1.4613 26.8318 -12.0515 -0.19
C 7.6810 27.4280 -4.4708 -0.12
H 0.5977 26.1730 -11.9601 0.11
H 4.6028 29.9630 -0.9534 0.13
H 6.8175 19.8675 -1.5734 0.08
H 6.2415 13.5199 -5.6217 0.09
H 7.1887 21.3656 -2.5147 0.08
H 1.0339 29.5711 -7.6402 0.09
H -2.6660 19.1146 -0.0319 0.08
H -7.9164 22.0745 -8.4192 0.12
H 13.2906 24.1882 -3.6557 0.12
C -8.5163 28.7247 6.1013 -0.11
H -0.9410 28.0350 -6.4785 0.12
H -4.2442 24.0938 5.6059 0.11
H 1.5002 16.4688 -2.7721 0.09
H -2.9527 23.8597 1.6085 0.08
O -7.6778 25.0758 -6.9859 -0.17
H -1.4021 14.0092 -4.9214 0.08
C 6.1432 20.3764 -4.8221 -0.17
C 12.8587 24.8949 -2.9470 -0.20
H -8.7952 22.8271 -7.0279 0.12
H -8.2477 24.2694 -8.7741 0.12
C 7.2807 16.1606 -7.3578 -0.20
O 8.6668 26.4729 -4.7750 -0.19
H 6.6776 22.8480 -11.7320 0.09
C 4.1300 29.1503 -0.4020 -0.21
O 0.5919 32.0882 -2.7533 -0.19
O 4.7520 27.8855 -0.6124 -0.18
H -8.3894 22.5516 5.7650 0.12
C -0.9370 14.4738 -4.0520 -0.13
H 7.7364 18.2249 -7.7696 0.11
C 3.8648 25.0054 -9.6043 -0.19
N -1.3262 25.3844 -7.0689 -0.04
H 14.0915 27.1894 -2.1044 0.08
H 7.8638 28.0257 -3.5777 0.08
C -0.9144 27.7643 -7.5340 -0.27
H 5.8960 27.7097 1.0547 0.09
H 0.4085 33.9850 -3.5969 0.09
H 1.1321 24.3369 -1.7755 0.14
O -0.2874 22.8006 -8.0918 -0.19
C 9.1804 25.7205 -3.6718 -0.21
H 5.2290 20.3480 -5.4150 0.11
H 1.4070 28.4157 -6.3815 0.08
H 2.9073 28.7875 -2.0501 0.12